12 unconnected molecules or ions with the total composition C44H122N10O14, computed with wB97M-V/def2-TZVPD.

```
190
Properties=species:S:1:pos:R:3:forces:R:3
O -6.6404 -4.1630 0.4605 -0.9 -0.6 0.7
O 0.7340 2.2009 6.4743 0.0 1.3 -1.1
O 5.9699 -2.2057 5.7681 0.4 0.5 -1.0
O 5.2213 -1.8850 2.1949 -0.6 0.8 1.1
O -4.5354 2.7495 3.2419 0.1 0.4 0.1
O -2.2622 4.1025 -2.6175 0.7 0.1 1.0
O 3.5132 3.9750 3.1127 0.0 -0.4 0.3
O -2.3027 -3.3698 2.0217 0.9 -0.1 1.8
O -4.1940 0.1150 -3.7430 0.7 0.2 -1.5
O 4.5710 -0.0003 -5.3428 0.2 0.6 -0.3
O -0.9364 4.2250 -7.1347 0.7 -1.0 -0.1
O -1.0388 2.0850 2.3122 0.0 -0.1 -0.1
O -0.1972 -0.1155 -1.1695 -0.8 -0.3 1.4
O 2.2448 -3.9903 -1.0077 -0.4 0.4 -0.9
N 2.1095 -0.9730 -2.7740 -0.8 -1.6 0.2
N 2.6351 0.4477 7.9386 0.6 0.7 1.1
N 5.7033 -3.4213 0.0391 -0.2 0.5 0.0
N 4.4642 0.8700 1.2145 0.8 0.3 -0.5
N -5.1723 -2.3078 2.0571 0.6 -0.7 0.9
N -2.7016 -3.2167 5.8359 -0.2 -1.0 -0.1
N -1.1056 4.9918 0.9360 -0.5 -0.6 0.1
N -7.3822 1.7778 -4.8537 0.2 -0.1 -0.9
N 0.9716 0.9902 -6.7515 0.5 -0.5 -1.0
N 1.7916 0.4181 0.6522 -1.3 -1.1 -0.7
C 3.7646 0.7626 -2.6525 -0.2 -0.6 -1.5
C 4.5799 -3.4268 -0.9278 0.7 -1.2 0.1
C -7.0136 0.4265 -2.9638 -0.6 -0.9 1.4
C 5.8881 2.0831 2.8156 -0.6 0.4 0.0
C -2.7041 -2.8264 4.4209 0.2 0.9 -0.9
C 1.3693 2.9054 5.3209 0.2 -1.6 0.7
C -2.1507 -4.4192 1.0990 -0.8 -0.3 -0.4
C -6.4980 -5.5152 0.0457 0.3 0.6 0.2
C 2.9701 5.2696 2.8820 0.3 -1.0 -0.1
C -1.0694 4.8976 -0.5244 1.0 -0.8 -1.8
C -3.3979 3.5144 -3.2746 0.6 1.1 1.1
C -2.5067 -3.9655 3.3338 -1.0 1.4 0.9
C 4.4488 1.8067 2.3255 0.0 0.8 0.0
C -0.2003 -0.9093 0.0765 0.2 0.2 -0.8
C 1.4033 -1.5272 2.0400 -0.3 -0.3 -0.2
C -4.6326 -1.0115 0.0967 0.0 -0.3 0.1
C 2.0220 -1.3909 6.5128 0.3 0.0 -0.5
C 0.2517 2.2286 -4.8075 -1.2 0.6 -1.3
C -2.1958 2.0951 3.0964 -0.7 -0.8 1.6
C -5.1909 0.6000 -4.6418 -0.3 1.6 -0.3
C 2.1015 0.1470 6.6198 -1.8 -0.2 1.2
C 1.0933 -4.6213 -0.4933 0.6 -0.5 -0.7
C 0.0010 1.9859 -6.3519 0.6 0.4 0.8
C -5.5499 -2.0598 0.7064 -1.4 1.5 -0.4
C 3.3819 -4.1930 -0.2526 1.0 0.9 -0.5
C -1.5375 0.2769 -1.4807 0.1 -0.9 -0.7
C -6.3460 1.3336 -3.9308 0.3 -1.0 0.9
C 0.6802 0.7810 6.4386 1.2 -0.3 -0.6
C 3.6621 3.1178 1.9357 0.2 0.7 1.0
C 1.2394 -0.9764 0.6235 0.3 0.5 0.6
C -2.2372 3.7189 -7.4167 -0.1 0.0 0.4
C -1.6101 -1.8011 4.2442 1.1 -0.3 -0.5
C 0.2849 4.1870 -0.9622 -0.8 0.1 0.1
C 5.5909 -1.5332 4.5402 -0.6 0.1 0.6
C -5.7537 -3.2887 -0.1599 0.9 -0.1 -0.1
C 5.3309 -0.5949 -6.4163 -0.6 -0.4 2.0
C 2.8879 -0.1357 -3.6199 1.2 2.0 1.0
C 5.1417 -3.9676 -2.2674 -1.5 0.0 0.3
C 3.7094 -0.8980 -4.6565 -0.3 0.3 0.0
C 5.9903 -2.3128 3.3046 -0.3 -0.1 -0.3
C -3.4264 2.6052 2.3789 0.5 -0.7 -0.2
C -3.0323 -0.2545 -4.5312 0.2 -0.9 0.7
C -2.3535 4.1789 -1.1680 0.9 0.3 -0.4
C 0.1651 3.2710 -7.2653 -1.0 -0.5 1.2
H 0.9543 0.9237 0.9039 -0.1 0.8 0.6
H -2.1403 -0.6142 -1.6556 -0.1 -0.3 0.0
H -1.7888 -3.5575 6.1018 0.3 -0.5 -0.2
H 1.1829 4.7806 -0.7907 -0.2 0.4 0.4
H 5.9028 0.1471 -6.9735 -0.6 0.2 -0.1
H 7.0250 -2.1097 3.0283 0.4 -0.3 0.5
H -1.5640 -5.2414 1.5086 0.2 -0.1 -0.1
H 1.2595 -1.8938 7.1077 -0.5 0.6 0.3
H -0.9623 2.9910 2.0042 0.4 0.6 -0.5
H -1.6962 -4.6192 3.6561 0.4 0.0 -0.3
H -1.5369 0.8012 -2.4363 0.2 0.3 0.2
H 5.9723 -0.5198 4.4157 0.6 0.1 0.5
H -0.3429 5.5695 1.2595 0.3 0.0 -0.1
H -2.4487 3.1804 -0.7414 0.1 -0.3 0.0
H -5.6918 -3.1211 2.3549 -0.3 -0.1 0.4
H 1.8961 -1.6090 0.0262 -0.3 0.1 -0.6
H -3.0913 3.5546 1.9612 -0.7 0.2 -0.3
H -3.2774 4.7047 -0.9273 -0.1 0.4 0.3
H 0.7920 2.9251 4.3966 -0.5 -0.5 0.1
H -3.4174 -4.5624 3.2844 -0.1 -0.2 0.1
H -7.4432 -0.4472 -3.4539 0.1 -0.1 -0.3
H -2.0777 0.8340 -0.7152 0.5 0.3 0.3
H -2.3778 1.0995 3.5013 0.1 -0.4 -0.4
H 0.4532 3.2501 -0.4313 -0.3 -0.2 0.0
H -6.4969 -1.5430 0.8626 -0.6 -0.2 -0.7
H 1.8289 -1.7219 5.4924 0.2 0.0 -0.1
H 1.9160 1.3201 -6.6122 0.3 0.3 -0.1
H 4.0995 3.8061 1.2125 0.9 -0.6 -0.5
H 2.7150 1.4358 8.1318 0.6 0.6 -1.0
H 3.0061 5.8684 3.7920 0.1 -0.3 0.2
H -4.2028 -2.5884 2.0954 0.4 0.0 -0.1
H -2.4908 3.5618 -8.4651 0.5 0.2 -0.4
H 3.2079 -3.7674 0.7357 0.4 0.1 0.4
H 2.1923 0.4793 -4.1908 0.1 0.2 0.1
H 3.9266 1.2827 3.1259 -0.5 0.6 0.6
H -0.7044 -2.3697 4.4554 0.5 0.2 0.2
H -5.5071 -5.8742 0.3236 0.2 -0.1 -0.1
H -0.9123 -0.4209 0.7418 0.3 0.4 0.6
H 2.7571 0.6307 5.8957 0.1 -0.5 -0.2
H -2.4577 2.7636 -6.9404 0.2 -0.1 0.3
H -1.7384 -4.0831 0.1476 0.2 0.3 0.2
H 0.2364 0.3236 5.5543 -0.1 0.5 -0.7
H -2.5015 0.5384 -5.0581 -0.6 0.6 -0.1
H 2.2990 2.3711 5.1252 0.1 0.3 -0.3
H 1.9251 5.1641 2.5906 -0.2 0.3 -0.3
H -7.8508 0.9093 -5.0687 -0.1 -0.4 -0.8
H 1.0428 -0.8010 2.7685 -0.2 -0.2 0.1
H -2.9564 4.4313 -7.0124 0.1 0.1 0.0
H 6.2495 -4.2633 -0.0742 -0.1 -0.3 0.1
H 0.0541 1.3383 -4.2106 0.2 -0.3 -0.3
H 5.7531 -3.2109 -2.7590 0.0 0.0 0.1
H -0.6605 -1.8842 -0.0846 0.3 -0.3 -0.4
H -3.1216 3.4155 -4.3243 0.0 -0.5 0.2
H 1.3100 -5.6821 -0.3668 -0.1 -0.3 0.3
H -4.2089 4.2413 -3.2301 -0.4 0.0 0.0
H 1.0850 3.7572 -6.9406 -0.2 0.5 0.2
H -7.8643 0.9620 -2.5425 0.0 0.0 0.4
H -6.4025 0.0358 -2.1501 0.1 0.2 0.0
H -1.6783 -0.9820 4.9601 -0.1 0.1 -0.1
H 6.3356 -2.6904 -0.2542 0.2 0.3 0.1
H -6.6094 -5.5824 -1.0365 -0.1 -0.3 -0.1
H 1.3015 2.5098 -4.7244 -0.1 0.2 0.4
H -3.6204 -1.2543 0.4203 0.3 0.0 -0.5
H 4.2387 -1.7139 -4.1644 0.3 -0.2 -0.1
H -1.4417 -1.4411 3.2293 -0.4 0.2 0.0
H 2.9252 -1.8677 6.8938 0.3 0.2 -0.3
H 2.6945 2.8933 1.4869 -0.4 -0.4 0.3
H -2.1047 2.6658 4.0205 0.4 0.6 0.1
H -5.5343 -0.1589 -5.3448 -0.3 -0.5 0.3
H 3.5599 5.8136 2.1442 -0.1 0.0 -0.4
H -5.9460 2.1724 -3.3612 0.2 0.2 -0.3
H -3.2309 -1.0673 -5.2299 -0.6 0.2 -0.3
H -2.7280 -2.3713 6.3880 -0.5 0.3 0.0
H 0.3601 -4.5767 -1.2987 -0.4 0.4 0.4
H 4.2745 -2.4068 -1.1612 -0.1 0.1 0.6
H 5.8213 -3.3829 3.4246 0.2 -0.1 0.4
H -2.2502 -0.7015 -3.9175 -0.4 0.1 0.6
H 4.7026 -0.0339 1.5969 0.7 -0.2 0.1
H -3.6833 1.8740 1.6124 0.1 0.3 -0.5
H 0.3297 3.9960 -2.0344 -0.5 -0.1 0.0
H 5.9425 2.6492 3.7455 -0.4 0.1 0.1
H 6.0662 -1.2148 -5.9033 0.2 -0.5 -0.4
H 3.0764 1.3443 -2.0392 0.2 0.0 0.2
H 1.8632 0.6595 -0.3260 0.3 0.3 -0.4
H 4.6179 -1.2075 -6.9680 0.4 0.0 -0.7
H -3.1604 -4.7743 0.8930 -0.1 -0.6 -0.2
H 6.3894 1.1412 3.0384 0.1 0.0 -0.4
H 0.3443 3.0240 -8.3117 -0.4 -0.4 -0.1
H -0.9731 5.9004 -0.9405 -0.4 0.1 -0.3
H 5.7325 -4.8754 -2.1455 -0.1 -0.1 0.1
H 3.5741 -5.2598 -0.1381 0.3 -0.3 0.0
H 1.6205 3.9498 5.5056 -0.2 -0.2 0.9
H -1.9384 5.4825 1.2289 -0.3 0.1 0.1
H -3.6406 -2.2919 4.2620 -0.3 -0.4 -0.2
H -3.6819 2.6106 -2.7355 -0.1 -0.3 -0.5
H 4.3533 0.0553 -2.0683 0.0 0.2 0.4
H -8.1376 2.2067 -4.3383 0.2 0.7 0.4
H 1.9714 0.3073 8.6869 -0.6 -1.2 -0.1
H 0.9309 0.1921 -6.1338 -0.3 -0.2 0.0
H -0.4422 2.9628 -4.3981 0.3 0.5 0.1
H 2.4549 -1.7386 2.2336 0.2 0.4 0.0
H 0.7865 -4.1998 0.4639 -0.2 0.1 0.0
H 2.9834 -1.3069 -5.3592 0.0 -0.5 -0.2
H 6.4161 2.6848 2.0758 0.2 -0.3 -0.2
H -4.8252 1.3971 -5.2891 0.8 0.0 -0.2
H 5.5375 -1.7135 6.4698 0.0 0.0 0.2
H 2.6332 -1.3791 -2.0117 0.6 -0.4 -0.3
H -4.8492 -0.0127 0.4756 -0.1 0.0 0.2
H 0.9212 -2.4979 2.1559 -0.4 0.1 0.1
H 4.4762 1.4213 -3.1504 -0.1 0.1 -0.1
H -4.7915 -3.7926 -0.2510 0.4 -0.1 -0.2
H -0.0027 0.4543 7.2229 0.2 0.2 0.5
H -6.0815 -3.0739 -1.1770 -0.1 0.4 -0.2
H -4.7574 -0.9601 -0.9849 0.4 -0.1 -0.1
H -5.0605 1.9491 3.1691 -0.1 0.0 0.1
H 1.3854 -0.5122 -2.2416 -0.5 0.5 -0.7
H -7.2222 -6.1281 0.5824 -0.2 0.2 -0.2
H 4.5182 -1.3620 4.6302 -0.3 -0.4 -0.7
H 3.5120 0.6799 0.9366 -0.3 0.4 0.0
H 4.2642 -4.1651 -2.8831 0.2 -0.2 -0.4
H -0.9702 1.5292 -6.5420 -0.1 0.2 0.2
H 5.3263 -2.5843 1.5456 0.0 -0.5 -1.0
```
Positions in Å, forces in eV/Å.

## Properties
Highest occupied orbital energy (spin up / spin down): 0.6 / -6.5 eV
Total charge: -1
HOMO-LUMO gap (spin up / spin down): 1.36 / 8.44 eV
E_LUMO (spin up / spin down): 1.97 / 1.91 eV
Calculated total energy: -3350.180997 Eh
2S+1: 2

These are the Mulliken partial charges, in e, on atoms 1 to 2: number 1, O, carries 0.00; number 2, O, carries -0.44